No. 1
Entry from OMol25: the molecule C4H5NO (wB97M-V/def2-TZVPD).

```
11
Properties=species:S:1:pos:R:3
C 2.51719 -0.26198 0.20307
C 1.48147 -0.05133 -0.37233
C 0.06397 0.16429 -0.37352
C -0.78258 -1.01870 0.00276
N -0.29808 1.39139 -0.38102
O -1.62663 1.52244 -0.02688
H 3.33604 -0.38614 0.86642
H -1.44130 -1.31979 -0.81571
H -0.13484 -1.85783 0.26660
H -1.40174 -0.75013 0.86273
H -1.72309 2.48133 0.03027
```

Results
orbital gap	10.08	eV
lowest unoccupied orbital energy	0.9	eV

=====

No. 2
Entry from OMol25: a structure of composition C4H5NO at a distorted geometry (wB97M-V/def2-TZVPD).

```
11
Properties=species:S:1:pos:R:3
C 0.99892 -0.72165 0.51541
N 0.56470 0.52256 0.76315
C -0.54661 1.15069 0.32339
O -0.67010 2.34859 0.54745
C -1.33963 0.35417 -0.55694
C -1.04628 -0.66337 -1.27419
H 2.09555 -0.88220 0.55955
H 0.25408 -0.99323 -1.23365
H 0.38825 -1.48740 0.94498
H 1.23437 1.28514 0.75188
H -1.63533 -1.35259 -1.86162
```

Results
orbital gap (spin up / spin down)	7.39 / 8.26	eV
lowest unoccupied orbital energy (spin up / spin down)	-0.7 / -0.4	eV

=====

No. 3
Entry from OMol25: the molecule C4H5NO at a distorted geometry (wB97M-V/def2-TZVPD).

```
11
Properties=species:S:1:pos:R:3
C 0.74504 -1.17247 1.10594
C 0.55187 -0.09588 0.03504
N 1.44279 0.29694 -0.74914
O -0.02513 1.36016 -2.21043
C -0.91789 1.20580 -1.35306
C -0.72238 0.58672 -0.12502
H 1.77824 -1.51680 1.17159
H 0.42395 -0.78496 2.07586
H 0.09944 -2.02365 0.85232
H -1.96777 1.48283 -1.56961
H -1.35358 0.75398 0.73373
```

Results
orbital gap (spin up / spin down)	6.67 / 9.14	eV
lowest unoccupied orbital energy (spin up / spin down)	-2.1 / -0.3	eV

=====

No. 4
Entry from OMol25: the molecule C4H5NO (wB97M-V/def2-TZVPD).

```
11
Properties=species:S:1:pos:R:3
O 0.47244 0.82094 2.26285
C 0.26606 0.47218 1.13241
C 0.80371 0.87884 -0.24288
N -0.47775 0.37248 -0.85562
C -0.39566 -1.06418 -0.69751
C -0.84930 -0.26237 0.47072
H 0.96538 1.94937 -0.38792
H 1.68679 0.32374 -0.57469
H 0.58864 -1.52215 -0.76380
H -1.18681 -1.64461 -1.16684
H -1.87351 -0.32424 0.82328
```

Results
orbital gap	10.72	eV
lowest unoccupied orbital energy	0.9	eV

=====

No. 5
Entry from OMol25: the molecule C4H5NO at a distorted geometry (wB97M-V/def2-TZVPD).

```
11
Properties=species:S:1:pos:R:3
N -2.69356 -0.86059 -0.56331
C -1.83851 -0.37678 0.04659
C -0.72531 0.23459 0.78035
C 0.61091 -0.30764 0.30237
C 1.18862 0.17294 -0.94966
O 1.67679 0.62027 0.31122
H -0.85685 0.05772 1.85366
H -0.74278 1.31792 0.61592
H 0.86969 -1.30812 0.65147
H 1.86438 -0.46739 -1.51424
H 0.64663 0.91707 -1.53438
```

Results
orbital gap	11.84	eV
lowest unoccupied orbital energy	0.9	eV

=====

No. 6
Entry from OMol25: the molecule C4H5NO at a distorted geometry (wB97M-V/def2-TZVPD).

```
11
Properties=species:S:1:pos:R:3
O -1.70632 0.33929 -1.07118
C -0.78707 -0.67595 -0.58759
C -0.79883 -0.34691 0.76919
C 0.40200 0.22315 1.13886
C 1.26045 0.03952 0.05212
N 0.57875 -0.48418 -0.98666
H -1.19825 1.15873 -0.88631
H -1.75235 -0.32463 1.27356
H 0.61888 0.73612 2.06147
H 2.32720 0.21959 0.02488
H 1.05553 -0.88474 -1.78832
```

Results
orbital gap (spin up / spin down)	8.32 / 8.32	eV
lowest unoccupied orbital energy (spin up / spin down)	0.3 / 0.3	eV

=====

No. 7
Entry from OMol25: a cluster of 2 separate species, C4H5NO in total (wB97M-V/def2-TZVPD).

```
11
Properties=species:S:1:pos:R:3
C 0.35327 -2.08893 -0.75824
C -0.57441 -1.39514 -0.42819
C -1.73188 -0.59709 -0.01276
O -2.56709 -0.20795 -0.78915
H 1.17009 -2.71042 -1.05703
H -1.79773 -0.42048 1.07318
C 1.27663 1.33516 0.12699
N 0.15402 1.41547 0.70357
H 1.38836 0.61891 -0.68932
H 2.15920 1.93200 0.38599
H 0.16953 2.11847 1.44496
```

Results
orbital gap	10.68	eV
lowest unoccupied orbital energy	0.5	eV

=====

No. 8
Entry from OMol25: the molecule C4H5NO at a distorted geometry (wB97M-V/def2-TZVPD).

```
11
Properties=species:S:1:pos:R:3
C 1.28723 1.17179 -0.47804
C 0.05373 0.22425 -0.36442
N -0.62633 0.36752 0.72591
C -1.50428 -0.69415 0.99589
C -0.97766 -1.67365 0.28257
O -0.55633 -2.64156 -0.22484
H 2.26662 0.68457 -0.24026
H 1.12582 1.81654 0.36786
H 1.26480 1.56122 -1.59261
H -0.11826 -0.27354 -1.32037
H -2.21535 -0.54299 1.84830
```

Results
orbital gap	9.16	eV
lowest unoccupied orbital energy	0.7	eV

=====

No. 9
Entry from OMol25: the molecule C4H5NO (wB97M-V/def2-TZVPD).

```
11
Properties=species:S:1:pos:R:3
C -1.82605 -0.15252 0.06692
C -0.60336 0.66765 0.10514
C 0.27022 1.51275 0.44705
C 0.90401 -0.19785 0.19364
O 0.70047 -1.25628 0.74077
N 1.98644 0.05761 -0.59287
H -1.88808 -0.78141 -0.82429
H -2.68773 0.51875 0.09875
H -1.83731 -0.79155 0.95407
H 2.74265 -0.60379 -0.47122
H 2.23874 1.02664 -0.71796
```

Results
orbital gap	10.95	eV
lowest unoccupied orbital energy	0.7	eV

=====

No. 10
Entry from OMol25: the molecule C4H5NO at a distorted geometry (wB97M-V/def2-TZVPD).

```
11
Properties=species:S:1:pos:R:3
C -1.05228 -0.66342 0.57618
C 0.42871 -0.41908 0.49222
O 0.98901 -0.98540 -0.70443
C 1.06932 0.41127 -0.53299
C 0.20736 1.38981 -1.18002
N -0.45454 2.29287 -1.47265
H -1.54551 -0.08189 1.35887
H -1.54802 -0.47714 -0.38151
H -1.16284 -1.72614 0.81420
H 0.97397 -0.49068 1.43596
H 2.09483 0.74980 -0.40583
```

Results
orbital gap	11.93	eV
lowest unoccupied orbital energy	0.9	eV

=====

No. 11
Entry from OMol25: a cluster of 2 separate species, C4H5NO in total at a distorted geometry (wB97M-V/def2-TZVPD).

```
11
Properties=species:S:1:pos:R:3
C 0.90807 0.05447 1.32628
C 0.93767 -0.35609 0.06061
C 0.52365 -0.97827 -1.17083
O 1.48263 0.11898 -1.08600
H 0.38714 -0.37859 2.19405
H 1.37604 1.01467 1.49468
H 0.93201 -1.94450 -1.45724
H -0.43373 -0.69988 -1.63984
C -2.05242 1.00811 0.12481
N -2.86995 1.55279 -0.48523
H -1.19110 0.60831 0.63871
```

Results
orbital gap	10.76	eV
lowest unoccupied orbital energy	0.8	eV

=====

No. 12
Entry from OMol25: the molecule C4H5NO at a distorted geometry (wB97M-V/def2-TZVPD).

```
11
Properties=species:S:1:pos:R:3
C 0.55693 1.17043 0.59373
C 0.14924 -0.13146 -0.08286
C 1.11300 -1.16940 -0.46885
N 1.73472 -1.96129 -1.04083
C -1.26658 -0.53415 -0.08674
O -0.66467 -0.03140 -1.25951
H 1.09645 1.79917 -0.11565
H -0.34407 1.70987 0.90841
H 1.17911 1.04743 1.48822
H -1.55158 -1.58261 -0.02320
H -1.98455 0.18753 0.29024
```

Results
orbital gap	11.78	eV
lowest unoccupied orbital energy	0.8	eV

=====

No. 13
Entry from OMol25: the molecule C4H5NO at a distorted geometry (wB97M-V/def2-TZVPD).

```
11
Properties=species:S:1:pos:R:3
N -1.58420 2.33380 0.87532
C -0.98346 1.34644 0.80539
C -0.21457 0.12805 0.78580
C 1.12560 0.09963 0.08074
C 0.04462 -0.76198 -0.44281
O -0.37675 -0.46014 -1.72753
H -0.26257 -0.42403 1.72284
H 1.97366 -0.29996 0.62292
H 1.32806 0.95731 -0.55545
H 0.03458 -1.82142 -0.19031
H -1.10760 -1.04098 -1.97197
```

Results
orbital gap	10.75	eV
lowest unoccupied orbital energy	0.6	eV

=====

No. 14
Entry from OMol25: a cluster of 2 separate species, C4H5NO in total at a distorted geometry (wB97M-V/def2-TZVPD).

```
11
Properties=species:S:1:pos:R:3
C 1.65128 1.39099 -0.38124
C 0.93354 0.30139 -0.20978
C 0.28483 -0.75136 0.08151
H 2.45531 1.51734 -1.10890
H 1.37857 2.40481 -0.00650
H 0.74316 -1.47661 0.82837
H -0.58956 -0.85027 -0.68825
N -1.83981 0.61317 0.95537
C -2.62392 0.23814 0.22842
O -3.53351 -0.12117 -0.62930
H -4.28228 -0.67099 -0.22000
```

Results
orbital gap	9.26	eV
lowest unoccupied orbital energy	0.0	eV

=====

No. 15
Entry from OMol25: the molecule C4H5NO at a distorted geometry (wB97M-V/def2-TZVPD).

```
11
Properties=species:S:1:pos:R:3
C 0.99891 0.65792 -0.89810
C 0.67194 -0.25182 0.24467
O 0.21118 0.34135 1.45473
C -0.66392 -0.49639 0.75080
C -1.92050 0.01947 0.21047
N -3.00132 -0.38884 0.18371
H 1.94824 1.15174 -0.67738
H 1.11187 0.08751 -1.82629
H 0.22869 1.42212 -1.03935
H 1.33652 -1.09391 0.41433
H -0.92161 -1.44916 1.18242
```

Results
orbital gap	11.47	eV
lowest unoccupied orbital energy	0.5	eV

=====

No. 16
Entry from OMol25: the molecule C4H5NO at a distorted geometry (wB97M-V/def2-TZVPD).

```
11
Properties=species:S:1:pos:R:3
C -0.73828 1.77542 0.05838
C -0.44058 0.51795 -0.09763
C -1.39884 -0.56285 -0.10243
N -2.24418 -1.34168 -0.10371
O 0.86708 0.18725 -0.35980
C 1.32817 -1.01274 0.07477
H -1.88552 2.00149 0.11502
H 0.11958 2.39260 -0.15905
H 1.73026 -0.86579 1.11333
H 2.10214 -1.36256 -0.58331
H 0.56015 -1.72908 0.04443
```

Results
orbital gap	10.51	eV
lowest unoccupied orbital energy	0.7	eV

=====

No. 17
Entry from OMol25: the molecule C4H5NO (wB97M-V/def2-TZVPD).

```
11
Properties=species:S:1:pos:R:3
O 0.88123 -1.13858 -1.52335
C 1.49578 -0.85202 -0.51573
N 0.92149 -0.34406 0.61065
C -0.47899 0.01602 0.61967
C -1.02471 2.38615 0.80325
C -0.73400 1.39354 0.01286
H 2.58624 -0.99924 -0.40795
H 1.51948 0.04565 1.32456
H -1.01644 -0.72644 0.02705
H -0.85330 -0.02470 1.64503
H -0.64666 1.51829 -1.06628
```

Results
orbital gap	9.74	eV
lowest unoccupied orbital energy	-0.6	eV

=====

No. 18
Entry from OMol25: a cluster of 2 separate species, C4H5NO in total at a distorted geometry (wB97M-V/def2-TZVPD).

```
11
Properties=species:S:1:pos:R:3
C -0.63724 -0.40456 0.09199
C -1.59278 -0.74081 0.86662
C 0.42446 -0.02462 -0.39653
C 1.40105 -0.01678 -1.37355
N -2.59922 -1.28201 1.23574
O 0.82585 1.88420 1.01168
H 0.69410 -0.16587 -2.24916
H 1.81902 1.07594 -1.46112
H 2.17080 -0.76128 -1.40646
H -3.24502 -0.95862 1.88305
H 0.73899 1.39442 1.79774
```

Results
orbital gap (spin up / spin down)	6.62 / 8.91	eV
lowest unoccupied orbital energy (spin up / spin down)	-0.8 / -0.6	eV

=====

No. 19
Entry from OMol25: the molecule C4H5NO at a distorted geometry (wB97M-V/def2-TZVPD).

```
11
Properties=species:S:1:pos:R:3
C -1.87386 -0.20383 0.67791
C -0.65476 -0.18682 0.16220
C 0.23168 0.93159 0.05458
N 1.47830 0.89775 -0.22214
C 1.99810 -0.28495 -0.57476
O 1.48492 -0.97534 -1.41117
H -2.55388 -1.04366 0.61094
H -2.27279 0.72738 1.03389
H -0.53127 -1.06253 -0.44401
H -0.20590 1.89853 0.26945
H 2.89945 -0.69814 -0.15690
```

Results
orbital gap	9.57	eV
lowest unoccupied orbital energy	-0.3	eV

=====

No. 20
Entry from OMol25: the molecule C4H5NO at a distorted geometry (wB97M-V/def2-TZVPD).

```
11
Properties=species:S:1:pos:R:3
O -0.58729 1.13736 -1.10551
C -0.93380 0.04963 0.13802
C -0.38498 -1.12967 -0.42191
C 0.32078 -0.48173 0.77663
C 1.55456 0.24837 0.57393
N 2.48620 0.92127 0.33474
H 0.19630 1.67732 -0.83254
H -1.84833 0.41860 0.59515
H -0.81247 -2.12828 -0.37910
H -0.19098 0.15294 -1.47666
H 0.20001 -0.86582 1.79725
```

Results
orbital gap	9.82	eV
lowest unoccupied orbital energy	0.8	eV

=====

Number 1: E -285.27316 hartree. Number 2: E -285.23204 hartree. Number 3: E -285.26932 hartree. Number 4: E -285.33267 hartree. Number 5: E -285.35703 hartree. Number 6: E -285.30680 hartree. Number 7: E -285.28999 hartree. Number 8: E -285.29868 hartree. Number 9: E -285.28890 hartree. Number 10: E -285.34918 hartree. Number 11: E -285.29487 hartree. Number 12: E -285.34475 hartree. Number 13: E -285.36090 hartree. Number 14: E -285.27156 hartree. Number 15: E -285.33113 hartree. Number 16: E -285.33785 hartree. Number 17: E -285.28183 hartree. Number 18: E -285.17865 hartree. Number 19: E -285.34383 hartree. Number 20: E -285.23874 hartree.